Entry from the Open Molecules 2025 dataset: a structure of composition C12H8CrN2O4 in a non-equilibrium geometry (the ωB97M-V functional and the def2-TZVPD basis).

Element x y z (Å)
Cr 0.15 0.53 -0.47
O -2.15 -0.67 -2.11
C -1.22 -0.24 -1.53
C 1.39 1.11 0.85
O 2.06 1.50 1.72
C -1.20 1.31 0.57
O -2.05 1.70 1.27
C 0.86 1.64 -1.85
O 1.41 2.16 -2.73
C -1.04 4.14 -2.15
H -0.79 3.78 -3.15
H -2.10 4.15 -1.89
C -0.12 4.65 -1.33
H -0.41 5.09 -0.37
H 0.93 4.74 -1.60
N -1.71 -4.03 3.92
C -1.05 -3.63 3.02
C -0.24 -3.15 1.92
C 0.75 -3.97 1.36
C 1.53 -3.45 0.33
C 1.29 -2.15 -0.13
N 0.30 -1.39 0.41
C -0.46 -1.87 1.41
H 0.92 -4.99 1.74
H 2.31 -4.05 -0.11
H 1.90 -1.72 -0.93
H -1.24 -1.20 1.81

Summary:
HOMO-LUMO gap (spin up / spin down) (eV): 7.898 / 5.168
E_LUMO (spin up / spin down) (eV): -8.8 / -11.4
Calculated total energy (a.u.): -1916.2511
<S²>: 6.04
Net charge: +2
Multiplicity: 5
HOMO energy (spin up / spin down) (eV): -16.68 / -16.56
Energy above the lowest of the compared OMol25 structures with the same formula, charge and spin (kcal per mole): 0.0

***

Entry from the Open Molecules 2025 dataset: a structure of composition C12H8F6IrN2O5S3 in a non-equilibrium geometry (the ωB97M-V functional and the def2-TZVPD basis).

Element x y z (Å)
Ir 0.71 -0.17 0.15
F 1.11 -3.91 2.63
C 2.20 -4.23 1.94
F 3.08 -4.81 2.74
F 1.87 -5.06 0.96
S 2.95 -2.71 1.20
O 1.84 -2.13 0.46
O 4.07 -3.16 0.45
N 3.36 -1.86 2.45
S 2.70 -0.54 2.91
O 3.62 0.31 3.60
O 1.90 0.13 1.86
C 1.42 -1.01 4.16
F 1.85 -2.02 4.90
F 0.29 -1.36 3.54
F 1.18 0.04 4.95
C -0.91 -1.47 -2.66
C -1.41 -0.04 -2.48
C -2.35 0.48 -3.40
C -2.81 1.76 -3.25
C -2.33 2.54 -2.18
C -2.74 3.87 -1.94
C -2.23 4.57 -0.88
C -1.29 3.96 -0.02
C -0.88 2.67 -0.24
S 0.30 1.92 0.82
C -1.39 1.94 -1.32
N -0.95 0.68 -1.48
H -1.30 -2.03 -3.52
H -1.22 -2.10 -1.77
H 0.27 -1.45 -2.81
H -2.68 -0.16 -4.20
H -3.53 2.18 -3.95
H -3.46 4.32 -2.61
H -2.54 5.59 -0.69
H -0.89 4.52 0.81
O 0.21 -1.29 -1.13

Summary:
HOMO-LUMO gap (spin up / spin down) (eV): 6.657 / 6.805
E_LUMO (spin up / spin down) (eV): -1.6 / -1.7
Calculated total energy (a.u.): -2845.6766
<S²>: 0.76
Multiplicity: 2
HOMO energy (spin up / spin down) (eV): -8.27 / -8.54
Energy above the lowest of the compared OMol25 structures with the same formula, charge and spin (kcal per mole): 76.8

***

Entry from the Open Molecules 2025 dataset: an isolated molecule of C12H8F6O3 in a non-equilibrium geometry (the ωB97M-V functional and the def2-TZVPD basis).

Element x y z (Å)
O 0.55 -2.22 -1.61
C 0.56 -1.02 -1.39
C 1.81 -0.20 -1.66
C 1.57 1.10 -0.80
C 1.92 2.37 -1.65
F 1.83 3.53 -0.93
F 1.03 2.45 -2.72
F 3.17 2.21 -2.16
C 2.40 0.99 0.52
F 3.73 0.90 0.31
F 2.20 2.06 1.38
F 2.03 -0.15 1.20
O 0.17 1.13 -0.49
C -0.52 -0.06 -0.82
O -1.42 0.33 -1.82
C -1.28 -0.63 0.37
C -1.05 -0.24 1.71
C -1.75 -0.80 2.80
C -2.84 -1.66 2.56
C -3.08 -2.07 1.24
C -2.26 -1.62 0.18
H 2.75 -0.75 -1.38
H 1.88 -0.06 -2.73
H -1.76 1.17 -1.47
H -0.34 0.52 2.01
H -1.54 -0.44 3.80
H -3.44 -2.07 3.35
H -3.89 -2.78 1.05
H -2.46 -1.98 -0.83

Summary:
HOMO-LUMO gap (eV): 9.690
E_LUMO (eV): 0.1
Calculated total energy (a.u.): -1287.0080
HOMO energy (eV): -9.54
SMILES: O=C1CC(C(F)(F)F)(C(F)(F)F)O[C@]1(O)c1ccccc1
Energy above the lowest of the compared OMol25 structures with the same formula, charge and spin (kcal per mole): 1.0

***

Entry from the Open Molecules 2025 dataset: a structure of composition C12H8N2NaO4S5Se in a non-equilibrium geometry (the ωB97M-V functional and the def2-TZVPD basis).

Element x y z (Å)
Na -0.34 -1.82 -1.92
O 0.73 2.22 -2.42
C 0.20 1.02 -2.17
O 0.65 -0.01 -2.59
C -1.03 1.09 -1.28
C -1.57 2.27 -0.82
C -2.66 2.17 0.03
C -3.14 0.93 0.39
C -2.51 -0.20 -0.11
N -1.49 -0.10 -0.94
C -2.81 -1.64 0.26
O -3.90 -1.86 1.03
O -2.12 -2.55 -0.08
H 1.51 2.05 -2.96
H -1.15 3.22 -1.11
H -3.13 3.07 0.42
H -3.98 0.86 1.07
H -4.36 -1.04 1.22
C 4.27 0.76 0.27
S 4.29 -1.02 0.55
C 3.33 -1.13 2.01
C 2.02 -0.80 2.12
S 0.92 -0.18 0.94
S 1.42 -1.02 3.75
C 2.83 -1.62 4.53
S 2.92 -1.99 6.15
S 4.15 -1.69 3.45
H 4.84 0.95 -0.64
H 4.73 1.29 1.11
H 3.24 1.09 0.14
Se -3.79 -0.51 -4.70
C -2.48 -1.58 -4.08
N -1.60 -2.22 -3.63

Summary:
HOMO-LUMO gap (eV): 6.123
E_LUMO (eV): 1.6
Calculated total energy (a.u.): -5427.4232
Net charge: -1
HOMO energy (eV): -4.49
Energy above the lowest of the compared OMol25 structures with the same formula, charge and spin (kcal per mole): 9.3

***

Entry from the Open Molecules 2025 dataset: a structure of composition C12H9Cl3MnN3O8S3 in a non-equilibrium geometry (the ωB97M-V functional and the def2-TZVPD basis).

Element x y z (Å)
Mn -0.19 0.08 0.08
O 1.79 -2.42 4.47
C 2.48 -2.84 3.39
C 3.47 -3.79 3.62
C 4.22 -4.27 2.56
C 4.01 -3.82 1.25
C 3.05 -2.88 1.02
C 2.27 -2.37 2.08
C 1.28 -1.38 1.78
O 1.31 -0.79 0.60
N 0.36 -1.03 2.67
N -0.45 -0.09 2.13
C -1.00 0.73 2.92
S -0.84 0.87 4.65
C -0.80 2.68 4.56
C -1.79 3.16 3.51
S -1.69 2.11 2.07
H 1.08 -1.81 4.17
H 3.63 -4.13 4.63
H 4.98 -5.02 2.75
H 4.59 -4.22 0.43
H 2.85 -2.52 0.02
H 0.22 3.00 4.32
H -1.07 3.07 5.54
H -1.62 4.18 3.16
H -2.83 3.05 3.83
O -1.13 -1.51 -2.92
S -0.17 -1.46 -1.88
O -0.93 -1.44 -0.46
O 0.88 -2.41 -1.81
O 0.34 0.01 -1.67
Cl -1.99 2.91 -3.52
C -3.15 2.42 -2.31
Cl -3.81 3.82 -1.44
Cl -4.42 1.44 -2.98
C -2.40 1.62 -1.31
N -1.83 0.99 -0.55
O 0.39 1.87 0.50
O -0.32 2.74 1.39

Summary:
HOMO-LUMO gap (spin up / spin down) (eV): 4.375 / 5.519
E_LUMO (spin up / spin down) (eV): -7.0 / -5.8
Calculated total energy (a.u.): -4954.5235
<S²>: 0.81
Net charge: +1
Multiplicity: 2
HOMO energy (spin up / spin down) (eV): -11.33 / -11.34
Energy above the lowest of the compared OMol25 structures with the same formula, charge and spin (kcal per mole): 12.3

***

Entry from the Open Molecules 2025 dataset: an isolated molecule of C12H9ClN2O3S2 in a non-equilibrium geometry (the ωB97M-V functional and the def2-TZVPD basis).

Element x y z (Å)
O 0.35 3.62 -1.98
S 0.88 2.51 -2.80
O 0.67 2.48 -4.27
N 2.58 2.75 -2.89
C 3.26 1.57 -2.59
O 4.59 1.37 -2.68
C 2.49 0.54 -2.07
N 1.12 0.88 -2.09
C 0.15 0.18 -1.43
C -1.14 -0.10 -1.99
S -2.25 -0.90 -0.98
C -1.10 -0.74 0.41
C -1.42 -1.05 1.81
C -0.67 -1.83 2.69
C -1.23 -2.44 3.84
C -2.56 -2.23 4.05
C -3.27 -1.38 3.27
C -2.73 -0.78 2.16
C 0.19 -0.23 0.00
Cl 1.46 0.29 1.17
H 2.87 3.16 -3.78
H 5.08 1.89 -2.03
H 2.91 -0.39 -1.66
H -1.25 0.17 -2.96
H 0.37 -2.09 2.42
H -0.62 -3.10 4.41
H -3.10 -2.74 4.84
H -4.29 -1.16 3.62
H -3.31 -0.24 1.50

Summary:
HOMO-LUMO gap (eV): 7.529
E_LUMO (eV): -0.2
Calculated total energy (a.u.): -2054.3442
HOMO energy (eV): -7.78
SMILES: O=S1(=O)NC(O)=CN1c1csc(-c2ccccc2)c1Cl
Energy above the lowest of the compared OMol25 structures with the same formula, charge and spin (kcal per mole): 20.2

***

Entry from the Open Molecules 2025 dataset: a structure of composition C12H9F18N3O18S6Zn3 in a non-equilibrium geometry (the ωB97M-V functional and the def2-TZVPD basis).

Element x y z (Å)
Zn -3.09 13.21 19.59
Zn 1.67 12.30 18.03
Zn 0.44 10.73 22.39
C 0.79 15.24 21.49
F -0.05 15.48 22.52
F 0.84 16.33 20.66
F 2.03 15.00 21.92
S 0.17 13.70 20.54
O 0.67 12.60 21.42
O -1.26 13.92 20.37
O 0.84 13.60 19.21
C 4.71 11.68 21.31
F 5.65 11.51 20.39
F 5.01 11.12 22.47
F 4.42 12.94 21.45
S 3.18 10.67 20.61
O 2.14 10.45 21.64
O 2.71 11.59 19.56
O 3.81 9.50 20.09
C -3.51 9.02 23.33
F -2.64 7.99 23.27
F -3.80 9.54 22.07
F -4.61 8.86 23.95
S -2.42 10.39 24.20
O -3.31 11.53 24.54
O -1.79 9.90 25.43
O -1.36 10.71 23.22
C -1.68 8.89 18.53
F -2.91 9.10 18.03
F -1.72 7.92 19.48
F -0.95 8.45 17.54
S -1.02 10.62 19.39
O -2.16 11.55 19.40
O -0.49 10.28 20.74
O 0.08 11.16 18.57
C -6.49 10.71 17.71
F -5.83 10.55 16.51
F -7.83 10.52 17.45
F -6.14 9.75 18.59
S -6.22 12.44 18.50
O -6.76 13.49 17.58
O -6.85 12.33 19.82
O -4.78 12.62 18.62
C -1.82 15.82 16.16
F -1.94 15.94 14.82
F -0.56 15.47 16.65
F -2.28 16.85 16.80
S -3.07 14.39 16.49
O -2.76 13.45 15.46
O -2.67 13.88 17.82
O -4.42 14.90 16.38
C -5.92 12.74 23.20
C -4.77 12.67 22.27
N -3.84 12.67 21.53
H -5.66 13.46 23.98
H -6.17 11.78 23.66
H -6.67 13.15 22.53
C 0.18 13.40 13.76
C 0.40 13.09 15.22
N 0.55 12.81 16.34
H 0.69 14.33 13.51
H -0.88 13.60 13.68
H 0.46 12.56 13.13
C -4.58 5.96 17.80
C -3.27 5.42 17.39
N -2.21 4.96 17.08
H -4.96 6.44 16.90
H -4.41 6.72 18.57
H -5.31 5.28 18.22

Summary:
HOMO-LUMO gap (spin up / spin down) (eV): 8.228 / 3.738
E_LUMO (spin up / spin down) (eV): -4.0 / -8.5
Calculated total energy (a.u.): -11505.6991
<S²>: 0.77
Net charge: +1
Multiplicity: 2
HOMO energy (spin up / spin down) (eV): -12.27 / -12.27

***

Entry from the Open Molecules 2025 dataset: a structure of composition C12H9F9I2NdO5STi in a non-equilibrium geometry (the ωB97M-V functional and the def2-TZVPD basis).

Element x y z (Å)
I 1.46 -3.83 -0.32
I 1.86 4.00 -0.40
Nd 0.65 1.47 0.30
Ti 0.35 -1.55 0.06
S 1.46 -0.28 -1.68
C -1.30 -1.88 -1.18
C -1.06 -1.92 1.59
C 0.71 -0.05 -3.51
C 1.55 1.09 -4.10
C -0.78 0.25 -3.64
C 1.09 -1.43 -4.04
C -1.13 2.08 2.07
C -1.70 2.13 -1.13
O -1.85 -2.48 2.19
O -2.19 -2.27 -1.83
O -1.68 2.63 2.89
O -2.49 2.69 -1.77
H 1.31 1.21 -5.17
H 2.62 0.87 -3.98
H 1.35 2.04 -3.58
H -1.17 -0.35 -4.48
H -0.96 1.31 -3.88
H -1.39 -0.01 -2.77
H 0.86 -1.49 -5.11
H 0.54 -2.21 -3.49
H 2.16 -1.60 -3.86
F 2.93 -2.30 2.69
C 3.14 -1.05 3.16
F 3.38 -1.12 4.50
F 4.25 -0.57 2.55
C 1.88 -0.17 2.87
O 1.41 -0.43 1.54
C 0.72 -0.65 3.76
F 0.86 -0.44 5.08
F -0.44 -0.03 3.35
F 0.57 -1.99 3.54
C 2.28 1.30 3.35
F 2.63 1.35 4.65
F 3.29 1.83 2.61
F 1.20 2.16 3.19

Summary:
HOMO-LUMO gap (spin up / spin down) (eV): 6.212 / 5.710
E_LUMO (spin up / spin down) (eV): -17.0 / -17.6
Calculated total energy (a.u.): -4140.4248
<S²>: 6.02
Net charge: +4
Multiplicity: 5
HOMO energy (spin up / spin down) (eV): -23.23 / -23.28
Energy above the lowest of the compared OMol25 structures with the same formula, charge and spin (kcal per mole): 57.1

***

Question: Look up the calculated total energy of the eighth one.
Answer: -4140.4248 a.u.

***

Repeat the second record exactly.
Entry from the Open Molecules 2025 dataset: a structure of composition C12H8F6IrN2O5S3 in a non-equilibrium geometry (the ωB97M-V functional and the def2-TZVPD basis).

Element x y z (Å)
Ir 0.71 -0.17 0.15
F 1.11 -3.91 2.63
C 2.20 -4.23 1.94
F 3.08 -4.81 2.74
F 1.87 -5.06 0.96
S 2.95 -2.71 1.20
O 1.84 -2.13 0.46
O 4.07 -3.16 0.45
N 3.36 -1.86 2.45
S 2.70 -0.54 2.91
O 3.62 0.31 3.60
O 1.90 0.13 1.86
C 1.42 -1.01 4.16
F 1.85 -2.02 4.90
F 0.29 -1.36 3.54
F 1.18 0.04 4.95
C -0.91 -1.47 -2.66
C -1.41 -0.04 -2.48
C -2.35 0.48 -3.40
C -2.81 1.76 -3.25
C -2.33 2.54 -2.18
C -2.74 3.87 -1.94
C -2.23 4.57 -0.88
C -1.29 3.96 -0.02
C -0.88 2.67 -0.24
S 0.30 1.92 0.82
C -1.39 1.94 -1.32
N -0.95 0.68 -1.48
H -1.30 -2.03 -3.52
H -1.22 -2.10 -1.77
H 0.27 -1.45 -2.81
H -2.68 -0.16 -4.20
H -3.53 2.18 -3.95
H -3.46 4.32 -2.61
H -2.54 5.59 -0.69
H -0.89 4.52 0.81
O 0.21 -1.29 -1.13

Summary:
HOMO-LUMO gap (spin up / spin down) (eV): 6.657 / 6.805
E_LUMO (spin up / spin down) (eV): -1.6 / -1.7
Calculated total energy (a.u.): -2845.6766
<S²>: 0.76
Multiplicity: 2
HOMO energy (spin up / spin down) (eV): -8.27 / -8.54
Energy above the lowest of the compared OMol25 structures with the same formula, charge and spin (kcal per mole): 76.8

***

Question: The highest calculated total energy belongs to which entry?
Answer: C12H8F6O3